No. 1
{"formula": "C52H35Cl2CrF5O3P2S3SbSe", "method": "ωB97M-V/def2-TZVPD", "elements": ["Cr", "Cl", "C", "C", "C", "Cl", "C", "O", "C", "C", "O", "C", "H", "H", "H", "S", "Sb", "S", "S", "C", "C", "C", "C", "C", "C", "C", "C", "P", "C", "C", "C", "C", "C", "C", "C", "C", "C", "C", "C", "C", "C", "O", "C", "C", "C", "C", "C", "C", "P", "C", "C", "C", "C", "C", "C", "C", "C", "C", "C", "C", "C", "H", "H", "H", "H", "H", "H", "H", "H", "H", "H", "H", "H", "H", "H", "H", "H", "H", "H", "H", "H", "H", "H", "H", "H", "H", "H", "H", "H", "H", "H", "H", "H", "F", "C", "C", "F", "C", "F", "C", "Se", "C", "F", "C", "F"], "positions_angstrom": [[0.014070, 0.262824, -2.027063], [0.553205, -6.685177, 0.472715], [0.458377, -4.937428, 0.197527], [0.647332, -4.095939, 1.277792], [0.538727, -2.717795, 1.040309], [0.880668, -1.691616, 2.432607], [0.264375, -2.152221, -0.194543], [0.110446, -0.876314, -0.357686], [0.185461, -3.068669, -1.317990], [0.166435, -2.614310, -2.631754], [0.186325, -1.400121, -3.069046], [0.231083, -4.470637, -1.071856], [0.845600, -4.468663, 2.270278], [0.148475, -3.381506, -3.412996], [0.128495, -5.162221, -1.896223], [-2.243613, 4.110143, -3.920021], [-0.124183, 3.493772, -3.291641], [0.282097, 1.317104, -4.152845], [-0.197781, 2.511318, -1.081201], [2.435575, 1.235087, 5.162745], [2.032965, 2.146043, 3.986149], [2.393150, 3.603334, 4.315740], [2.783094, 1.712198, 2.741139], [4.172689, 1.730011, 2.783071], [4.939340, 1.359323, 1.696587], [4.273839, 0.981724, 0.547642], [2.883660, 0.948043, 0.442823], [2.370655, 0.368171, -1.249545], [3.101825, -1.302452, -1.322872], [3.185196, -1.901899, -2.580225], [3.634419, -3.206420, -2.705833], [3.963218, -3.941859, -1.576002], [3.849661, -3.364824, -0.320100], [3.427538, -2.047699, -0.195276], [3.527709, 1.429462, -2.212133], [3.306882, 2.805659, -2.168505], [4.110922, 3.668157, -2.893364], [5.151252, 3.172002, -3.670264], [5.379776, 1.806999, -3.713545], [4.570662, 0.940366, -2.986955], [2.127618, 1.302450, 1.570113], [0.775261, 1.228876, 1.507568], [-0.004561, 1.555200, 2.582570], [-1.384204, 1.376557, 2.435759], [-2.191546, 1.739047, 3.507650], [-1.682705, 2.243306, 4.693413], [-0.315447, 2.370997, 4.814873], [0.541531, 2.023491, 3.771639], [-2.134107, 0.703379, 0.886119], [-2.564978, -0.998489, 1.395772], [-2.525389, -1.486483, 2.696783], [-2.752454, -2.830612, 2.958382], [-3.017155, -3.710387, 1.919459], [-3.059474, -3.233944, 0.616980], [-2.834421, -1.892680, 0.359989], [-3.719062, 1.583870, 0.953735], [-3.682795, 2.965705, 0.778877], [-4.854267, 3.689314, 0.667817], [-6.087104, 3.044021, 0.707550], [-6.129659, 1.666125, 0.852360], [-4.950557, 0.940158, 0.971428], [3.504007, 1.300807, 5.365433], [2.190312, 0.197698, 4.939796], [1.908383, 1.522197, 6.071854], [3.463649, 3.710308, 4.486646], [1.878633, 3.936115, 5.217932], [2.107011, 4.261764, 3.496863], [4.661819, 2.042404, 3.696633], [6.019796, 1.369409, 1.730508], [4.869725, 0.695161, -0.309088], [2.846760, -1.363257, -3.460366], [3.675064, -3.661543, -3.688442], [4.274328, -4.974006, -1.674343], [4.052584, -3.941501, 0.571564], [3.307313, -1.633487, 0.797700], [2.491891, 3.204237, -1.571806], [3.906329, 4.731098, -2.860910], [5.772239, 3.850268, -4.242153], [6.186103, 1.405512, -4.313820], [4.770296, -0.122465, -3.029471], [-3.262568, 1.617693, 3.406068], [-2.344036, 2.513687, 5.505606], [0.107221, 2.748149, 5.736472], [-2.271290, -0.830449, 3.520480], [-2.686055, -3.191959, 3.977208], [-3.156130, -4.765734, 2.117871], [-3.216755, -3.910506, -0.213064], [-2.801848, -1.541037, -0.667428], [-2.724273, 3.470100, 0.690789], [-4.806790, 4.759851, 0.517477], [-7.001238, 3.613913, 0.602359], [-7.079234, 1.146776, 0.868559], [-4.989611, -0.139116, 1.076210], [-6.191528, -2.396520, -6.105642], [-5.351576, -1.737369, -5.270695], [-5.497214, -0.376837, -5.053572], [-6.473484, 0.306112, -5.680522], [-4.630420, 0.276359, -4.187335], [-4.853256, 1.590719, -4.032194], [-3.597850, -0.369755, -3.517586], [-2.544309, 0.672736, -2.277498], [-3.495652, -1.732370, -3.746304], [-2.591015, -2.485877, -3.099201], [-4.344921, -2.417084, -4.606033], [-4.206557, -3.746075, -4.783028]], "forces_ev_per_angstrom": [[-0.45, -0.25, -0.07], [-0.02, 0.14, -0.04], [0.01, -0.28, -0.01], [-0.04, 0.01, -0.02], [0.13, -0.06, 0.44], [-0.10, -0.04, -0.18], [-0.07, -0.37, -0.17], [0.01, 0.71, 0.01], [0.07, -0.06, 0.06], [-0.10, -0.26, -0.01], [0.09, 0.48, -0.01], [0.04, -0.04, 0.12], [0.00, -0.02, 0.01], [-0.03, -0.04, 0.03], [-0.01, -0.02, -0.07], [-0.21, 0.16, -0.04], [0.14, -0.83, 0.43], [0.38, 0.26, -0.30], [0.09, 0.48, -0.13], [0.00, 0.05, 0.00], [0.02, -0.11, 0.01], [-0.02, 0.02, 0.06], [0.13, 0.00, -0.04], [-0.06, 0.01, -0.01], [-0.28, 0.01, 0.00], [0.22, -0.01, 0.04], [0.22, -0.29, -0.32], [-0.12, 0.33, 0.14], [0.04, 0.15, -0.09], [-0.05, -0.06, -0.06], [-0.05, 0.02, -0.05], [0.01, -0.01, 0.04], [-0.02, 0.05, -0.10], [-0.01, -0.09, 0.07], [-0.08, -0.17, -0.04], [-0.02, 0.09, 0.00], [-0.01, -0.02, -0.01], [-0.03, 0.07, 0.00], [-0.05, 0.01, 0.05], [0.10, 0.01, -0.08], [-0.04, 0.07, 0.21], [0.10, 0.05, -0.19], [0.22, -0.10, -0.04], [-0.28, 0.00, 0.24], [-0.21, 0.00, 0.00], [0.08, -0.05, -0.10], [0.05, -0.02, -0.10], [-0.10, 0.12, 0.19], [0.71, 0.11, 0.02], [-0.03, -0.03, 0.05], [0.00, -0.01, 0.14], [0.01, -0.02, -0.01], [-0.01, 0.01, 0.00], [-0.03, -0.08, 0.01], [0.07, -0.04, -0.19], [-0.21, -0.14, -0.11], [0.06, 0.15, -0.04], [-0.13, 0.04, 0.00], [0.09, -0.01, 0.00], [0.02, 0.04, 0.02], [-0.06, -0.05, 0.10], [0.07, 0.00, -0.01], [-0.01, -0.05, -0.04], [-0.05, 0.02, 0.04], [0.08, 0.01, -0.01], [-0.03, 0.00, 0.02], [-0.01, 0.02, -0.05], [0.02, 0.02, 0.03], [0.03, 0.00, 0.03], [-0.05, -0.01, 0.00], [0.02, -0.01, 0.07], [0.02, -0.01, 0.02], [0.01, -0.03, 0.01], [0.02, -0.05, 0.03], [0.01, 0.10, -0.03], [0.04, -0.10, 0.00], [0.04, 0.02, -0.01], [0.02, 0.00, -0.02], [0.03, 0.00, -0.03], [-0.01, 0.04, 0.02], [-0.02, 0.00, -0.01], [-0.01, 0.02, 0.03], [0.02, 0.02, 0.06], [-0.02, 0.01, -0.04], [-0.01, -0.03, 0.03], [0.00, -0.03, 0.01], [-0.02, -0.04, -0.01], [-0.03, 0.01, 0.11], [-0.05, -0.05, 0.01], [-0.01, 0.05, -0.01], [-0.04, 0.01, 0.00], [-0.06, -0.01, -0.01], [0.00, 0.06, -0.01], [0.24, 0.19, 0.23], [-0.14, -0.10, -0.11], [0.17, -0.06, 0.13], [0.06, -0.14, 0.02], [-0.39, 0.14, -0.39], [0.14, -0.24, 0.05], [0.41, 0.43, 0.31], [-0.41, -0.31, -0.21], [-0.04, -0.46, -0.04], [-0.13, 0.24, -0.06], [0.02, 0.08, 0.01], [-0.06, 0.17, -0.01]], "e_tot_ha": -9211.6153, "e_homo_ha": [-0.017, -0.071], "spin_multiplicity": 6, "orbital_gap_ev": [4.21, 4.88], "e_above_lowest_ev": 0.375, "charge": -2, "s_squared": 8.86}

No. 2
{"formula": "C52H36CrN4O5", "method": "ωB97M-V/def2-TZVPD", "elements": ["Cr", "C", "C", "C", "C", "C", "C", "C", "C", "C", "C", "C", "C", "C", "C", "C", "C", "C", "C", "C", "N", "C", "C", "C", "C", "C", "C", "C", "C", "C", "C", "C", "C", "N", "C", "C", "C", "C", "C", "N", "C", "C", "C", "C", "C", "C", "C", "C", "N", "H", "H", "H", "H", "H", "H", "H", "H", "H", "H", "H", "H", "H", "H", "H", "H", "H", "H", "H", "H", "H", "H", "H", "H", "H", "H", "H", "H", "O", "C", "O", "C", "C", "C", "C", "C", "O", "C", "C", "O", "O", "H", "H", "H", "H", "H", "H", "H", "H"], "positions_angstrom": [[-0.092720, 0.202974, 0.302317], [-2.684195, 1.567152, -6.674434], [-3.324160, 0.920302, -5.625141], [-2.710438, 0.807009, -4.386206], [-1.434740, 1.340716, -4.177515], [-0.796642, 1.982159, -5.240826], [-1.417056, 2.098361, -6.476488], [-0.820574, 1.241222, -2.829200], [0.382220, 0.527619, -2.649704], [1.266504, 0.158829, -3.696505], [2.486347, -0.075351, -3.110706], [2.314509, 0.079909, -1.712231], [3.329925, 0.048989, -0.724311], [4.753223, 0.050662, -1.100753], [5.319091, -0.845368, -2.015656], [6.652623, -0.759808, -2.382585], [7.478502, 0.212306, -1.836340], [6.947376, 1.085404, -0.894471], [5.613219, 1.005763, -0.536242], [3.021964, 0.012573, 0.634120], [1.768543, 0.099954, 1.184860], [1.878426, -0.367962, 2.467714], [0.870086, -0.437916, 3.436527], [1.067626, -1.402552, 4.526418], [0.876596, -1.152670, 5.890919], [1.044339, -2.149696, 6.839207], [1.413054, -3.433323, 6.465001], [1.617563, -3.701927, 5.116830], [1.447055, -2.709207, 4.170067], [-0.277338, 0.397067, 3.329176], [-1.084422, 0.884270, 4.384671], [-1.927848, 1.826391, 3.843827], [-1.638998, 1.883504, 2.459909], [-0.660797, 0.977691, 2.151492], [-2.303188, 2.707962, 1.520141], [-2.035942, 2.680152, 0.165557], [-2.811396, 3.409085, -0.809465], [-2.449359, 2.941305, -2.022537], [-1.414141, 1.962274, -1.802657], [-1.113494, 1.884023, -0.467735], [-3.439121, 3.528039, 2.008103], [-3.257915, 4.581852, 2.904566], [-4.336668, 5.314082, 3.377956], [-5.626650, 5.004759, 2.970049], [-5.823257, 3.956666, 2.080337], [-4.743720, 3.229125, 1.604825], [3.243154, -0.710393, 2.746146], [3.960696, -0.429184, 1.630413], [1.002405, 0.380334, -1.436904], [-3.169206, 1.661176, -7.639810], [-4.308549, 0.491202, -5.774612], [-3.195594, 0.283293, -3.567437], [0.183004, 2.414562, -5.079413], [-0.913434, 2.612789, -7.287963], [1.015299, 0.114764, -4.743256], [3.399816, -0.307531, -3.630091], [4.710146, -1.648651, -2.407676], [7.057311, -1.469148, -3.096114], [8.516799, 0.288867, -2.135724], [7.579558, 1.842882, -0.445031], [5.207766, 1.704856, 0.183878], [0.634540, -0.155978, 6.227518], [0.890493, -1.917465, 7.887626], [1.534195, -4.212457, 7.208334], [1.891095, -4.703152, 4.802932], [1.565276, -2.932100, 3.117868], [-1.027279, 0.603145, 5.420677], [-2.670003, 2.410174, 4.363033], [-3.545766, 4.163106, -0.577509], [-2.826924, 3.236541, -2.988104], [-2.253805, 4.829910, 3.226620], [-4.172284, 6.134512, 4.067617], [-6.471191, 5.571123, 3.345091], [-6.827605, 3.698186, 1.765138], [-4.898562, 2.401114, 0.924327], [3.608171, -1.082972, 3.690118], [5.017238, -0.579611, 1.479480], [-3.523042, -1.324835, -1.932470], [-2.473759, -1.454787, -1.280882], [-1.931781, -0.545555, -0.582633], [-1.804513, -2.849760, -1.376047], [-0.588656, -2.835750, -2.333796], [-0.337917, -4.273914, -2.828498], [0.226328, -4.924712, -1.541471], [0.271365, -3.707296, -0.588201], [0.524874, -2.627038, -1.476350], [-1.157538, -3.422836, -0.083985], [-1.166255, -2.432335, 1.103190], [-2.027209, -2.560920, 1.963160], [-0.199403, -1.581909, 1.122722], [-2.577453, -3.512463, -1.761661], [-0.620076, -2.076675, -3.110866], [0.401960, -4.268751, -3.631139], [-1.249983, -4.745768, -3.194800], [1.223309, -5.340234, -1.698097], [-0.420524, -5.709523, -1.146670], [1.034860, -3.747306, 0.185000], [-1.665361, -4.325887, 0.253439]], "forces_ev_per_angstrom": [[-0.87, -0.13, 0.18], [-0.02, 0.00, 0.00], [-0.05, -0.01, -0.08], [0.12, -0.06, 0.02], [-0.02, -0.04, -0.10], [-0.07, 0.04, 0.07], [0.03, 0.01, -0.06], [-0.30, 0.20, 0.33], [0.26, -0.07, -0.06], [-0.16, -0.03, 0.06], [0.09, 0.05, 0.01], [-0.01, 0.07, -0.19], [-0.47, -0.21, 0.77], [0.44, 0.04, -0.17], [-0.14, -0.07, 0.16], [0.12, -0.03, -0.04], [-0.08, 0.04, 0.06], [0.16, -0.03, -0.05], [-0.16, 0.00, -0.12], [0.03, 0.04, -0.85], [0.07, 0.14, 0.26], [-0.74, 0.07, 0.40], [0.62, 0.26, -0.57], [-0.01, -0.26, 0.26], [0.08, 0.09, -0.08], [0.02, -0.05, 0.11], [0.00, 0.02, -0.06], [0.04, -0.10, 0.12], [-0.14, 0.14, -0.03], [-0.44, 0.09, -0.04], [0.15, -0.13, 0.09], [-0.02, 0.11, -0.17], [-0.19, -0.12, 0.27], [0.13, 0.01, 0.28], [0.20, -0.15, -0.51], [0.04, 0.07, 0.63], [-0.04, -0.01, -0.41], [-0.28, 0.27, 0.22], [0.46, -0.26, -0.08], [0.08, 0.13, -0.28], [-0.16, 0.08, 0.08], [0.08, 0.02, -0.06], [-0.05, 0.06, 0.02], [0.01, -0.03, -0.02], [-0.08, 0.07, 0.02], [0.07, -0.06, 0.07], [0.57, -0.06, -0.31], [0.02, -0.17, 0.62], [0.06, -0.11, -0.54], [0.00, -0.02, 0.01], [0.00, 0.01, 0.02], [-0.01, 0.00, 0.03], [0.02, -0.01, 0.00], [0.01, 0.00, 0.02], [0.04, 0.07, -0.03], [0.07, 0.01, 0.05], [-0.08, 0.05, -0.06], [-0.03, -0.01, 0.00], [0.01, -0.02, 0.01], [-0.02, 0.01, 0.01], [-0.05, 0.01, -0.02], [-0.03, 0.05, -0.05], [0.00, 0.01, -0.01], [0.00, 0.00, 0.00], [0.01, 0.02, -0.03], [-0.03, 0.00, -0.02], [-0.04, -0.06, 0.01], [-0.03, 0.01, -0.01], [-0.01, 0.00, -0.04], [-0.01, -0.01, 0.00], [0.01, -0.05, -0.01], [0.02, -0.01, 0.00], [0.00, 0.00, 0.00], [0.01, -0.01, -0.02], [0.02, -0.01, 0.00], [-0.01, -0.01, -0.01], [0.00, 0.04, -0.01], [0.14, 0.09, -0.01], [-0.11, -0.25, -0.03], [0.30, 0.06, 0.03], [-0.03, 0.37, 0.05], [-0.18, -0.23, -0.08], [-0.01, 0.10, -0.01], [-0.01, 0.06, 0.06], [-0.21, -0.23, 0.00], [0.17, 0.11, -0.03], [0.32, 0.39, 0.21], [-0.29, -0.28, -0.16], [0.14, -0.02, -0.04], [0.40, -0.20, -0.03], [0.00, -0.01, 0.00], [0.04, 0.06, 0.02], [0.00, -0.01, 0.01], [0.00, -0.03, -0.01], [-0.01, 0.01, -0.01], [0.03, -0.06, -0.01], [0.00, 0.08, 0.00], [-0.03, -0.01, -0.03]], "e_tot_ha": -3643.0552, "e_homo_ha": [0.005, -0.049], "spin_multiplicity": 5, "orbital_gap_ev": [4.12, 5.46], "e_above_lowest_ev": 0.243, "charge": -2, "s_squared": 6.09}